C2H7N4 | the ωB97M-V functional and the def2-TZVPD basis

Properties
Charge ... +1
Kohn-Sham gap (alpha / beta) ... 8.5400 / 8.5394 eV
ΔE to the lowest compared entry with this formula, charge and spin ... 119.9 kcal per mole
SMILES ... [H]/N=[N+]1/CCNN1
HOMO level (alpha / beta) ... -0.5030 / -0.5030 hartree
LUMO energy (alpha / beta) ... -0.189 / -0.189 Eh
Molar mass ... 87.11 g/mol

The geometry in XYZ format:
```
13
Properties=species:S:1:pos:R:3:nbo_charge:R:1
H 0.53 1.16 -2.42 0.354
N 1.10 0.54 -1.84 -0.239
N 0.53 0.31 -0.79 0.200
C 0.99 -0.64 0.23 -0.254
C -0.38 -0.86 1.01 -0.256
N -1.10 0.43 0.76 -0.441
N -0.62 0.94 -0.42 -0.239
H 1.64 -0.02 0.93 0.268
H 1.38 -1.50 -0.18 0.270
H -0.97 -1.75 0.64 0.237
H -0.08 -0.76 2.09 0.263
H -2.10 0.31 0.74 0.397
H -0.92 1.84 -0.76 0.440
```



C2H7N4 | the ωB97M-V functional and the def2-TZVPD basis

Properties
Expectation value of S² ... 2.01
Charge ... +1
Kohn-Sham gap (alpha / beta) ... 6.2590 / 6.3090 eV
ΔE to the lowest compared entry with this formula, charge and spin ... 120.7 kcal per mole
HOMO level (alpha / beta) ... -0.4047 / -0.5225 hartree
LUMO energy (alpha / beta) ... -0.175 / -0.291 Eh
Molar mass ... 87.11 g/mol
2S+1 ... 3

The geometry in XYZ format:
```
13
Properties=species:S:1:pos:R:3:lowdin_spin:R:1
C -0.25 -1.04 0.18 0.127
C 1.24 -0.46 0.55 0.140
N -1.78 1.31 -1.96 0.487
N -1.03 -0.50 -0.81 0.216
N 1.20 0.91 0.90 0.545
N -1.29 0.59 -1.19 0.386
H -0.01 -1.93 -0.44 0.017
H -0.87 -1.19 1.14 0.000
H 1.24 -1.01 1.51 0.048
H 2.01 -0.71 -0.24 0.000
H -2.75 1.62 -1.89 0.037
H 0.32 1.06 1.85 -0.013
H 1.97 1.35 0.40 0.010
```



C2H7N4O | the ωB97M-V functional and the def2-TZVPD basis

Properties
Charge ... +1
Kohn-Sham gap ... 10.7136 eV
ΔE to the lowest compared entry with this formula, charge and spin ... 106.2 kcal per mole
SMILES ... NN1NC(=[NH2+])CO1
HOMO level ... -0.5253 hartree
LUMO energy ... -0.132 Eh
Molar mass ... 103.10 g/mol

The geometry in XYZ format:
```
14
Properties=species:S:1:pos:R:3:nbo_charge:R:1
N -0.60 -1.06 2.11 -0.596
N -0.82 -0.01 1.34 0.204
N -0.80 -0.48 -0.13 -0.459
C 0.09 0.16 -0.85 0.512
N 0.37 0.12 -2.08 -0.708
C 0.78 1.15 0.11 -0.122
O 0.44 0.61 1.28 -0.377
H -0.05 -1.68 1.51 0.365
H -1.46 -1.36 2.54 0.404
H -1.61 -0.89 -0.43 0.426
H 0.07 -0.40 -2.93 0.455
H 1.25 0.55 -2.42 0.432
H 1.87 1.03 -0.07 0.231
H 0.46 2.26 0.02 0.234
```



C2H7N4O | the ωB97M-V functional and the def2-TZVPD basis

Properties
Charge ... +1
Kohn-Sham gap ... 8.6306 eV
ΔE to the lowest compared entry with this formula, charge and spin ... 95.2 kcal per mole
HOMO level ... -0.4740 hartree
LUMO energy ... -0.157 Eh
Molar mass ... 103.10 g/mol

The geometry in XYZ format:
```
14
Properties=species:S:1:pos:R:3:nbo_charge:R:1
C -1.09 -0.68 -0.13 0.673
C 0.22 1.47 -0.36 0.141
N 3.18 0.98 0.39 0.017
N -0.84 -1.95 -0.45 -0.724
N -0.41 0.38 -0.59 -0.438
N -2.22 -0.33 0.62 -0.768
O 2.51 0.28 -0.24 -0.260
H 4.18 0.89 0.15 0.268
H 0.74 1.75 0.60 0.197
H 0.21 2.31 -0.98 0.201
H -0.07 -2.20 -0.97 0.430
H -1.41 -2.65 -0.02 0.426
H -2.68 -0.90 1.25 0.420
H -2.31 0.67 0.73 0.418
```



C2H7N4O | the ωB97M-V functional and the def2-TZVPD basis

Properties
Charge ... +1
Kohn-Sham gap ... 10.1907 eV
ΔE to the lowest compared entry with this formula, charge and spin ... 88.3 kcal per mole
HOMO level ... -0.5230 hartree
LUMO energy ... -0.148 Eh
Molar mass ... 103.10 g/mol

The geometry in XYZ format:
```
14
Properties=species:S:1:pos:R:3:nbo_charge:R:1
C -1.49 0.31 0.10 -0.072
C 1.07 -1.21 1.47 0.866
N -0.58 -0.20 -1.86 -0.608
N -0.53 0.52 -0.69 0.153
N 0.45 1.39 -0.54 -0.569
N 1.47 -1.13 2.59 -0.714
O 0.77 -1.14 0.34 -0.604
H -1.66 0.92 0.91 0.219
H -1.40 -0.71 -2.17 0.434
H 0.80 1.51 0.37 0.417
H 1.03 1.51 -1.30 0.406
H 0.25 -0.16 -2.38 0.400
H -2.23 -0.36 -0.17 0.218
H 2.05 -1.26 3.34 0.453
```



C2H7N4O | the ωB97M-V functional and the def2-TZVPD basis

Properties
Charge ... +1
Kohn-Sham gap ... 9.7255 eV
ΔE to the lowest compared entry with this formula, charge and spin ... 96.6 kcal per mole
SMILES ... C/[NH+]=C(/N)NN=O
HOMO level ... -0.5161 hartree
LUMO energy ... -0.159 Eh
Molar mass ... 103.10 g/mol

The geometry in XYZ format:
```
14
Properties=species:S:1:pos:R:3:nbo_charge:R:1
C 1.30 0.16 -0.88 -0.443
N 0.53 -0.22 0.31 -0.525
C -0.73 -0.16 0.64 0.710
N -1.34 -0.72 1.66 -0.752
N -1.73 0.65 -0.41 -0.434
N -2.99 0.81 -0.04 0.232
O -3.67 1.18 -0.95 -0.273
H 0.65 0.32 -1.72 0.228
H 2.01 -0.68 -1.26 0.263
H 2.07 1.05 -0.59 0.264
H 1.01 -0.44 1.17 0.428
H -2.18 -0.29 2.00 0.456
H -0.98 -1.50 2.22 0.448
H -1.36 0.60 -1.32 0.398
```